(1)
An isolated ion of composition C4H5NO7S2 and charge -2 in a non-equilibrium geometry. Source: the Open Molecules 2025 dataset; level of theory: the ωB97M-V functional and the def2-TZVPD basis.

Each line ends with the Mulliken charge.
CARTESIAN COORDINATES (ANGSTROEM)
C1 1.9175 0.5055 -0.2234  0.211
C2 -0.5167 -0.5618 1.6345  -0.405
C3 0.8022 -0.4448 -0.6219  -1.396
C4 -0.4075 -0.2174 0.2500  0.701
N1 2.9292 0.5168 -1.0150  -0.938
O1 0.5983 2.1133 0.0534  -0.723
O2 -1.6972 -1.2801 -1.8843  -0.704
O3 -1.1556 -0.1217 2.5730  -0.337
O4 -1.7037 2.1720 0.8347  -0.662
O5 -1.1216 1.5898 -1.4765  -0.640
O6 -1.4359 -2.5340 0.1975  -0.702
O7 -3.0520 -0.6859 0.0959  -0.685
S1 -0.8196 1.5387 -0.0854  1.214
S2 -1.8089 -1.2835 -0.3980  1.238
H1 2.1058 0.6599 0.8036  0.420
H2 0.2190 -1.4267 1.7659  0.263
H3 0.4147 -0.2163 -1.5789  0.378
H4 1.1020 -1.3988 -0.3987  0.524
H5 3.6299 1.0748 -0.5264  0.244

Output
Multiplicity: 3
Highest occupied orbital energy (alpha / beta), eV: 0.84 / -2.10
Net charge: -2
<S²>: 2.008
Frontier orbital gap (alpha / beta), Ha: 0.194 / 0.231

***

(2)
C24H27I3NOPdSb as an isolated structure in a non-equilibrium geometry. Source: the Open Molecules 2025 dataset; level of theory: the ωB97M-V functional and the def2-TZVPD basis.

Each line ends with the Mulliken charge.
CARTESIAN COORDINATES (ANGSTROEM)
Pd1 -2.1126 -0.7800 1.7853  -0.759
I1 -1.7736 -0.0600 4.3567  0.001
C1 -3.2466 -1.2265 3.3308  -0.885
I2 -3.4138 -2.5338 0.3798  -0.463
H1 -4.2091 -0.7272 3.3712  0.376
H2 -3.2657 -2.2332 3.7309  0.408
C2 2.0115 -2.2746 -1.8487  -1.183
C3 1.8837 -2.6441 -0.3953  1.212
C4 2.6729 -3.6800 0.1010  -0.698
C5 2.5812 -4.1001 1.4176  -0.614
C6 1.6624 -3.5027 2.2639  -0.922
C7 0.8637 -2.4777 1.7812  -0.629
C8 0.9775 -2.0197 0.4712  0.614
Sb1 -0.2651 -0.2727 0.1147  1.954
C9 0.8741 1.2057 1.2197  0.527
C10 0.0785 2.1236 1.9050  -1.201
C11 0.6398 3.1026 2.7111  -0.977
C12 2.0177 3.1663 2.8430  -0.605
C13 2.8150 2.2634 2.1589  -0.608
C14 2.2672 1.2780 1.3392  0.932
C15 3.1879 0.3186 0.6354  -1.173
C16 0.1425 0.3816 -1.8820  0.347
C17 0.9479 1.5016 -2.0551  -0.370
C18 1.2333 1.9733 -3.3286  -0.819
C19 0.7036 1.3209 -4.4308  -0.672
C20 -0.1169 0.2158 -4.2541  -0.760
C21 -0.4214 -0.2637 -2.9839  0.906
C22 -1.3428 -1.4413 -2.8122  -1.329
H3 2.9251 -2.6899 -2.2728  0.438
H4 2.0180 -1.1974 -2.0020  0.130
H5 1.1684 -2.6769 -2.4158  0.261
H6 3.3773 -4.1630 -0.5669  0.387
H7 3.2236 -4.8933 1.7788  0.376
H8 1.5625 -3.8283 3.2913  0.449
H9 0.1401 -2.0338 2.4539  0.134
H10 -1.0010 2.0684 1.8280  0.495
H11 0.0004 3.7993 3.2392  0.446
H12 2.4721 3.9196 3.4747  0.381
H13 3.8938 2.3161 2.2580  0.416
H14 4.1704 0.7664 0.4857  0.497
H15 2.7889 0.0264 -0.3348  -0.006
H16 3.3157 -0.5892 1.2296  0.293
H17 1.3640 2.0049 -1.1901  0.421
H18 1.8655 2.8431 -3.4528  0.444
H19 0.9266 1.6737 -5.4298  0.389
H20 -0.5312 -0.2893 -5.1191  0.404
H21 -1.4529 -1.9943 -3.7442  0.415
H22 -2.3360 -1.1111 -2.4988  0.262
H23 -0.9781 -2.1299 -2.0457  0.270
N1 -4.6980 0.9970 -0.3309  -0.281
C23 -3.9112 1.7634 0.4309  0.797
O1 -3.4326 1.3679 1.4899  -0.473
C24 -3.4955 3.1292 -0.0758  -0.924
I3 -4.9684 4.1745 -1.2321  0.028
H24 -4.8171 0.0337 -0.0483  0.117
H25 -5.1158 1.3167 -1.1859  0.121
H26 -2.6179 3.0254 -0.7122  0.255
H27 -3.2493 3.7567 0.7723  0.448

Output
Highest occupied orbital energy, eV: -8.04
Frontier orbital gap, Ha: 0.291

***

(3)
A 2-piece molecular cluster, C6H10N overall in a non-equilibrium geometry. Source: the Open Molecules 2025 dataset; level of theory: the ωB97M-V functional and the def2-TZVPD basis.

Each line ends with the Mulliken charge.
CARTESIAN COORDINATES (ANGSTROEM)
C1 0.3216 1.6633 -2.0970  0.082
C2 0.6431 0.5875 -1.5762  -0.278
C3 -1.8911 0.4385 0.2540  -0.222
C4 -0.7940 -0.0469 0.9615  -0.370
C5 2.4635 -0.4875 -0.1727  -1.104
C6 1.1263 -0.4197 -0.8032  -0.123
N1 -1.9198 -0.9479 0.8090  -0.234
H1 -0.0813 2.4912 -2.5460  0.475
H2 -2.7029 1.1722 0.7553  0.261
H3 -1.9433 0.4087 -0.8285  0.292
H4 -0.4623 0.2217 1.9188  0.279
H5 2.4412 -1.1685 0.7794  0.281
H6 3.2732 -1.0374 -0.6254  0.408
H7 3.0771 0.5151 -0.1480  0.312
H8 0.8192 -1.3868 -1.0905  0.325
H9 -2.5909 -1.1483 1.5919  0.294
H10 -1.9851 -1.6794 0.0532  0.322

Output
Highest occupied orbital energy (alpha / beta), eV: -12.32 / -13.15
Net charge: +1
Frontier orbital gap (alpha / beta), Ha: 0.259 / 0.302

***

(4)
A 2-piece molecular cluster, C12H17S overall. Source: the Open Molecules 2025 dataset; level of theory: the ωB97M-V functional and the def2-TZVPD basis.

Each line ends with the Mulliken charge.
CARTESIAN COORDINATES (ANGSTROEM)
C1 3.1684 -0.0937 -1.1533  -0.763
C2 2.2991 -1.3630 -1.2463  -0.306
C3 2.2421 -2.1364 0.0766  -0.676
S1 1.5486 -1.1694 1.4105  -0.152
C4 2.6740 0.2174 1.3369  -0.673
C5 2.7089 0.8764 -0.0472  -0.264
H1 4.2096 -0.3844 -0.9664  0.344
H2 3.1824 0.4232 -2.1234  0.325
H3 1.2792 -1.0880 -1.5434  0.028
H4 2.6654 -2.0177 -2.0518  0.348
H5 1.6406 -3.0476 -0.0221  0.367
H6 3.2433 -2.4601 0.3765  0.379
H7 2.3717 0.9336 2.1099  0.364
H8 3.6696 -0.1377 1.6193  0.370
H9 3.3573 1.7656 -0.0266  0.360
H10 1.7079 1.2572 -0.2866  -0.021
C6 -1.5578 0.4278 -0.4762  0.290
C7 -1.7726 1.6208 0.1905  -0.265
C8 -2.9125 2.0485 0.8477  -0.261
C9 -4.1170 1.3872 1.0023  -0.249
C10 -4.4783 0.1348 0.5386  -0.246
C11 -3.7247 -0.7651 -0.1937  -0.259
C12 -2.4250 -0.6347 -0.6454  -0.196
H11 -0.5816 0.3084 -0.9244  0.090
H12 -0.9379 2.3074 0.2007  0.336
H13 -2.8535 3.0273 1.3017  0.352
H14 -4.8754 1.9175 1.5601  0.342
H15 -5.4807 -0.1866 0.7842  0.338
H16 -4.2162 -1.6944 -0.4477  0.347
H17 -2.0348 -1.4745 -1.2010  0.349

Output
Highest occupied orbital energy, eV: -11.09
Net charge: +1
Frontier orbital gap, Ha: 0.209

***

(5)
A 2-piece molecular cluster, C11H15N overall in a non-equilibrium geometry. Source: the Open Molecules 2025 dataset; level of theory: the ωB97M-V functional and the def2-TZVPD basis.

Each line ends with the Mulliken charge.
CARTESIAN COORDINATES (ANGSTROEM)
C1 4.3825 1.0150 -0.0381  -1.521
C2 3.0383 0.6762 0.5397  0.277
C3 2.5163 1.2194 1.7591  -0.651
N1 1.1865 0.8294 1.8867  -0.053
C4 0.8100 0.1172 0.6512  0.425
C5 -0.3923 -0.4465 0.4706  -0.320
C6 -0.5122 -0.9867 -0.8067  0.056
C7 0.5030 -1.0787 -1.7163  -1.004
C8 1.7286 -0.4930 -1.4093  -0.214
C9 1.9593 0.1179 -0.1944  0.475
H1 4.8759 1.7196 0.5502  0.414
H2 4.2440 1.5513 -0.9168  0.416
H3 4.8668 0.1055 -0.2168  0.336
H4 2.9500 1.7520 2.6375  0.337
H5 0.5922 0.9480 2.6225  0.084
H6 -1.0795 -0.2510 1.3431  0.256
H7 -1.5808 -1.3681 -1.0808  0.236
H8 0.5452 -1.4637 -2.8962  0.145
H9 2.5286 -0.7114 -2.0504  0.438
C10 -4.3814 0.3075 -0.3447  -0.961
C11 -3.9240 -1.0532 0.2005  -0.459
H10 -4.4642 1.0452 0.3898  0.309
H11 -3.8308 0.5842 -1.2360  0.327
H12 -5.3227 0.1811 -0.9779  0.290
H13 -3.9590 -1.1697 1.3282  0.273
H14 -2.8454 -1.2284 -0.2559  -0.251
H15 -4.4349 -1.9190 -0.2387  0.339

Output
Highest occupied orbital energy, eV: -7.54
Frontier orbital gap, Ha: 0.312
SMILES: Cc1c[nH]c2ccccc12.CC

***

It is found that the molecular weight values, taken in the order of the records, are 243.22, 954.38, 96.15, 193.34, 161.25 g mol⁻¹.
It is found that the energy values, taken in the order of the records, are -1533.0852, -2321.9745, -288.8639, -865.3519, -482.8120 Eh.